1.
50
Properties=species:S:1:pos:R:3:lowdin_spin:R:1 method="wB97M-V/def2-TZVPD" homo_lumo_gap_ev="9.96 / 5.28" multiplicity=2 de_lowest_kj_mol=17.5 charge=+1 homo_ev="-12.022 / -12.013"
Ag -5.81129 26.41651 -27.23351 0.022
Cl -8.62448 26.26490 -27.95979 0.973
C -6.26300 27.36032 -22.69603 0.000
C -7.01582 26.38221 -23.70754 0.000
O -6.63330 26.41734 -24.90220 0.002
N -7.95168 25.60333 -23.17006 0.000
C -8.69054 24.55285 -23.86826 0.000
H -6.74481 27.24460 -21.72518 0.000
H -6.12157 28.39023 -23.02375 0.000
H -5.25493 26.96045 -22.58648 0.000
H -8.29880 25.94385 -22.28482 0.000
H -8.73569 24.88241 -24.90626 -0.001
H -9.64651 24.31328 -23.40260 0.000
H -8.09150 23.66730 -24.08053 0.000
C -3.03566 25.97325 -30.81257 0.000
C -4.45482 26.12325 -30.25101 0.000
O -4.90844 25.51960 -29.23224 0.000
N -5.10659 26.98987 -31.01587 0.000
C -6.55169 27.28429 -30.90200 0.000
H -3.05559 25.13781 -31.51239 0.000
H -2.40209 25.88218 -29.93031 0.000
H -2.66087 26.92426 -31.19101 0.000
H -4.63672 27.45066 -31.78202 0.000
H -6.71794 28.07338 -31.63534 0.000
H -6.82791 27.79581 -29.97996 -0.001
H -7.29455 26.48663 -30.90344 0.002
C -5.26640 30.33583 -28.61834 0.000
C -5.16875 29.85719 -27.17082 0.000
O -5.52420 28.77697 -26.70333 0.002
N -4.60778 30.75812 -26.31642 0.000
C -4.36613 30.55343 -24.85770 0.000
H -6.27644 30.46298 -29.00788 0.000
H -4.85045 29.61067 -29.31780 0.000
H -4.79633 31.30623 -28.77793 0.000
H -4.24660 31.53302 -26.85418 0.000
H -5.05307 30.93000 -24.09981 0.000
H -3.37980 30.96351 -24.64069 0.000
H -4.36495 29.49891 -24.58190 0.000
C -2.18355 27.50765 -26.28204 0.000
C -2.42869 26.09868 -26.64153 0.000
O -3.50309 25.64688 -26.24635 0.000
N -1.55682 25.47429 -27.48043 0.000
C -1.68292 24.08836 -27.87340 0.000
H -1.15577 27.72580 -26.57217 0.000
H -2.34905 27.75290 -25.23297 0.000
H -2.87237 28.06122 -26.92016 0.000
H -0.93744 26.09747 -27.97854 0.000
H -2.58218 23.67165 -27.41977 0.000
H -0.79704 23.67369 -27.39239 0.000
H -1.47126 24.01459 -28.94010 0.000

---

2.
61
Properties=species:S:1:pos:R:3:mulliken_charge:R:1 method="wB97M-V/def2-TZVPD" homo_lumo_gap_ev=6.86 charge=-1 homo_ev=-4.845
C 2.12325 1.66706 -1.59887 -1.052
C 0.63593 1.65711 -1.40626 0.570
Br -0.15616 -0.00991 -1.83036 -0.123
C -0.13275 2.64587 -0.96566 -0.963
Br 0.73194 4.28122 -0.52352 -0.116
C -1.60827 2.54151 -0.61521 0.758
S -1.53328 1.55036 1.03269 -0.299
O -2.37184 1.91142 -1.54448 -0.262
B -3.85454 2.14031 -1.19661 1.202
N -4.63647 2.41268 -2.46485 -0.841
B -4.55901 0.66419 -0.58103 -0.301
O -5.96107 0.41837 -0.59913 -0.552
O -3.77384 -0.41474 -0.16274 -0.448
O -3.72270 3.31194 -0.20896 -0.627
C -2.45888 3.81075 -0.34087 0.915
F -2.10879 4.48206 0.82166 -0.343
P -2.55957 5.03649 -1.83060 -0.058
C -1.99912 6.59359 -1.04628 -0.956
O -1.24499 4.68962 -2.79864 -0.476
H 2.58166 2.47291 -1.02618 0.408
H 2.37323 1.77201 -2.66033 0.274
H 2.55918 0.72222 -1.26454 0.078
H -0.47721 2.22461 1.50883 0.135
H -5.61776 2.49695 -2.21721 0.162
H -4.38710 3.28791 -2.91501 0.226
H -6.22959 -0.03164 -1.40827 0.271
H -4.00418 -1.23733 -0.61226 0.209
H -2.36260 7.42844 -1.65233 0.373
H -2.45620 6.65868 -0.05707 0.315
H -0.91392 6.65960 -0.95768 0.210
H -1.59965 4.39875 -3.64604 0.330
O 0.46802 -2.91493 2.18474 -0.586
S -0.38869 -3.73173 2.99281 1.312
O -0.98676 -4.89561 2.40860 -0.670
O -1.48211 -2.84625 3.69350 -0.323
C -2.30147 -1.93633 2.88450 -0.244
C -3.41877 -2.66300 2.17904 -0.892
C 0.47001 -4.21057 4.45549 -0.996
H -1.65597 -1.38975 2.19664 0.265
H -2.69037 -1.22537 3.60899 0.259
H -3.03389 -3.32261 1.40109 0.257
H -4.07345 -1.92868 1.71329 0.280
H -3.98649 -3.26864 2.88739 0.326
H 0.90163 -3.32422 4.91175 0.307
H 1.24902 -4.90482 4.14839 0.364
H -0.23162 -4.69843 5.12640 0.342
O 3.82563 -1.39017 -1.34864 -0.637
S 4.38387 -2.25869 -0.35850 1.241
O 5.01219 -1.70306 0.80167 -0.651
O 5.40033 -3.25754 -1.07641 -0.317
C 6.41967 -2.65811 -1.90880 -0.359
C 7.56855 -2.08800 -1.10462 -0.971
C 3.17610 -3.43989 0.12272 -0.838
H 5.95482 -1.90253 -2.54366 0.322
H 6.75417 -3.47330 -2.54778 0.276
H 7.25503 -1.22419 -0.52138 0.294
H 8.36585 -1.77995 -1.78258 0.387
H 7.96012 -2.83617 -0.41524 0.257
H 2.74056 -3.87345 -0.77273 0.336
H 2.41663 -2.90092 0.68938 0.284
H 3.65171 -4.19606 0.74172 0.358

---

3.
72
Properties=species:S:1:pos:R:3:mulliken_charge:R:1 method="wB97M-V/def2-TZVPD" homo_lumo_gap_ev=8.80 charge=+2 homo_ev=-14.184
N -1.60212 -4.06145 0.72584 -0.313
H -1.17125 -4.42095 1.58372 0.398
H -2.56154 -3.89524 1.05465 0.414
H -1.60293 -4.79365 0.01646 0.396
H -1.17478 -3.16555 0.46131 0.146
N 0.74893 1.16775 5.29492 -0.301
H 0.74485 1.38888 4.26542 0.223
H 0.06413 0.44295 5.51687 0.347
H 0.56637 1.98311 5.87855 0.372
H 1.66437 0.79247 5.55347 0.420
N 4.77652 0.14529 -1.60067 -0.174
H 5.67317 -0.28477 -1.84838 0.355
H 4.08481 -0.62667 -1.64546 -0.056
H 4.49580 0.92617 -2.18882 0.394
H 4.77226 0.44121 -0.62372 0.392
O -1.42681 2.91391 0.57888 -0.612
C -0.68200 1.98527 0.56022 0.514
O -0.44888 1.15372 -0.44878 0.059
B 0.44416 0.09196 0.00028 1.061
O 0.77277 0.39700 1.41666 -0.676
C 0.14333 1.49565 1.76124 0.455
O 0.24586 2.07142 2.81892 -0.857
O -0.18300 -1.23039 -0.15191 -0.443
C 0.50007 -1.94043 -1.03622 0.622
O 0.29111 -3.08566 -1.30297 -0.644
C 1.71026 -1.09535 -1.50193 1.028
O 1.70179 0.02757 -0.79713 -0.737
O 2.52346 -1.43397 -2.31824 -0.759
C 0.48222 2.35157 -3.17520 -0.163
C -0.81586 3.09855 -3.49935 -0.252
O -1.62131 2.17743 -4.23037 -0.328
S -1.09786 0.68258 -4.23639 1.085
O -0.70245 0.32500 -5.53859 -0.571
O -1.95919 -0.14403 -3.47239 -0.549
O 0.16163 0.96219 -3.30294 -0.193
H 0.87749 2.47696 -2.17152 0.109
H 1.29035 2.57733 -3.87508 0.388
H -0.64012 3.94308 -4.16176 0.332
H -1.30685 3.47324 -2.60149 0.148
C 5.44781 -3.58792 -1.66762 -0.182
C 6.04869 -4.74006 -0.84707 -0.335
O 6.81811 -4.07745 0.20456 -0.314
S 7.43561 -2.75479 -0.36438 1.083
O 8.53075 -3.02891 -1.20557 -0.497
O 7.49315 -1.76956 0.63338 -0.550
O 6.15420 -2.39607 -1.30586 -0.285
H 4.38454 -3.46175 -1.45942 0.188
H 5.52134 -3.76526 -2.74066 0.331
H 6.71793 -5.42161 -1.36321 0.292
H 5.29940 -5.28469 -0.28193 0.263
C -4.31247 2.12962 -0.67617 -0.059
C -4.11451 0.67646 -1.09749 0.066
O -5.44649 0.16053 -1.21878 -0.376
S -6.52096 1.32884 -1.42420 1.075
O -7.33659 1.46457 -0.27348 -0.538
O -7.10439 1.18235 -2.69689 -0.519
O -5.45048 2.51811 -1.46011 -0.403
H -3.51302 2.75166 -1.06360 0.117
H -4.51443 2.21295 0.38958 0.222
H -3.56183 0.08293 -0.37329 0.083
H -3.66524 0.62737 -2.08629 0.244
C -3.56745 2.34977 3.13576 -0.448
C -2.97032 2.20853 4.55216 -0.464
O -2.21665 0.95863 4.53346 -0.278
S -2.76845 -0.02974 3.41529 0.931
O -3.75625 -0.87082 3.96635 -0.545
O -1.67443 -0.62360 2.72820 -0.480
O -3.36527 1.08554 2.48568 -0.039
H -3.06208 3.10842 2.54275 0.309
H -4.62552 2.59377 3.17997 0.464
H -3.77687 2.07080 5.26736 0.306
H -2.26661 2.98725 4.81341 0.309

---

4.
49
Properties=species:S:1:pos:R:3:mulliken_charge:R:1 method="wB97M-V/def2-TZVPD" homo_lumo_gap_ev=8.80 de_lowest_kj_mol=146.7 charge=-1 homo_ev=-6.165
Cl 0.42395 0.51414 -0.52087 -0.792
C 4.42719 -4.97723 1.83780 -0.971
C 3.88781 -4.41115 0.53229 0.689
O 4.41843 -4.62273 -0.53868 -0.634
N 2.77352 -3.65343 0.71842 -0.119
C 1.97346 -3.01705 -0.28704 -0.987
H 4.69675 -6.02299 1.73610 0.266
H 3.81065 -4.77257 2.71897 0.287
H 5.30364 -4.40981 2.17867 0.264
H 2.40822 -3.51396 1.64064 0.217
H 2.30060 -2.98574 -1.32680 0.340
H 1.87321 -1.92892 -0.16466 0.345
H 0.92038 -3.31135 -0.30942 0.258
C -1.47023 -2.14590 -2.47731 -0.358
C -1.54013 -1.20338 -3.67054 0.634
O -2.08551 -1.57966 -4.70311 -0.703
N -0.88663 -0.04176 -3.53630 0.122
C -0.78661 1.06707 -4.44297 -0.913
H -2.28139 -2.86327 -2.54498 0.347
H -1.60039 -1.59550 -1.53875 -0.077
H -0.48730 -2.60406 -2.38203 0.062
H -0.46826 0.13153 -2.62282 -0.072
H -1.55028 1.81092 -4.18636 0.282
H -0.95030 0.83400 -5.49392 0.322
H 0.17609 1.57008 -4.36735 0.303
C -2.94373 -1.49296 1.65641 -0.909
C -2.68219 -0.45931 2.73712 0.647
O -3.03864 -0.64261 3.90483 -0.688
N -2.12425 0.68238 2.30569 -0.012
C -1.86370 1.88234 3.08257 -0.888
H -3.23598 -0.95773 0.74584 0.290
H -3.70519 -2.22605 1.88988 0.337
H -2.01196 -1.96942 1.33550 0.164
H -1.58572 0.68092 1.44702 0.101
H -1.73336 2.68233 2.36148 0.295
H -1.08441 1.65773 3.81991 0.274
H -2.70012 2.14876 3.73581 0.325
C -0.49059 4.19092 -1.33513 -0.960
C 0.02615 4.86115 -0.05904 0.755
O -0.07137 6.06457 0.13694 -0.691
N 0.58951 3.98355 0.79894 -0.035
C 1.09446 4.35897 2.10020 -0.883
H -1.23712 3.45541 -1.02899 0.253
H 0.34558 3.63925 -1.76596 0.267
H -0.91658 4.89281 -2.04197 0.332
H 0.49526 3.00343 0.58016 0.044
H 1.97187 3.77685 2.38091 0.299
H 0.33403 4.09158 2.84573 0.234
H 1.28120 5.42787 2.11716 0.339

---

Please write out number 2 again, unchanged.
61
Properties=species:S:1:pos:R:3:mulliken_charge:R:1 method="wB97M-V/def2-TZVPD" homo_lumo_gap_ev=6.86 charge=-1 homo_ev=-4.845
C 2.12325 1.66706 -1.59887 -1.052
C 0.63593 1.65711 -1.40626 0.570
Br -0.15616 -0.00991 -1.83036 -0.123
C -0.13275 2.64587 -0.96566 -0.963
Br 0.73194 4.28122 -0.52352 -0.116
C -1.60827 2.54151 -0.61521 0.758
S -1.53328 1.55036 1.03269 -0.299
O -2.37184 1.91142 -1.54448 -0.262
B -3.85454 2.14031 -1.19661 1.202
N -4.63647 2.41268 -2.46485 -0.841
B -4.55901 0.66419 -0.58103 -0.301
O -5.96107 0.41837 -0.59913 -0.552
O -3.77384 -0.41474 -0.16274 -0.448
O -3.72270 3.31194 -0.20896 -0.627
C -2.45888 3.81075 -0.34087 0.915
F -2.10879 4.48206 0.82166 -0.343
P -2.55957 5.03649 -1.83060 -0.058
C -1.99912 6.59359 -1.04628 -0.956
O -1.24499 4.68962 -2.79864 -0.476
H 2.58166 2.47291 -1.02618 0.408
H 2.37323 1.77201 -2.66033 0.274
H 2.55918 0.72222 -1.26454 0.078
H -0.47721 2.22461 1.50883 0.135
H -5.61776 2.49695 -2.21721 0.162
H -4.38710 3.28791 -2.91501 0.226
H -6.22959 -0.03164 -1.40827 0.271
H -4.00418 -1.23733 -0.61226 0.209
H -2.36260 7.42844 -1.65233 0.373
H -2.45620 6.65868 -0.05707 0.315
H -0.91392 6.65960 -0.95768 0.210
H -1.59965 4.39875 -3.64604 0.330
O 0.46802 -2.91493 2.18474 -0.586
S -0.38869 -3.73173 2.99281 1.312
O -0.98676 -4.89561 2.40860 -0.670
O -1.48211 -2.84625 3.69350 -0.323
C -2.30147 -1.93633 2.88450 -0.244
C -3.41877 -2.66300 2.17904 -0.892
C 0.47001 -4.21057 4.45549 -0.996
H -1.65597 -1.38975 2.19664 0.265
H -2.69037 -1.22537 3.60899 0.259
H -3.03389 -3.32261 1.40109 0.257
H -4.07345 -1.92868 1.71329 0.280
H -3.98649 -3.26864 2.88739 0.326
H 0.90163 -3.32422 4.91175 0.307
H 1.24902 -4.90482 4.14839 0.364
H -0.23162 -4.69843 5.12640 0.342
O 3.82563 -1.39017 -1.34864 -0.637
S 4.38387 -2.25869 -0.35850 1.241
O 5.01219 -1.70306 0.80167 -0.651
O 5.40033 -3.25754 -1.07641 -0.317
C 6.41967 -2.65811 -1.90880 -0.359
C 7.56855 -2.08800 -1.10462 -0.971
C 3.17610 -3.43989 0.12272 -0.838
H 5.95482 -1.90253 -2.54366 0.322
H 6.75417 -3.47330 -2.54778 0.276
H 7.25503 -1.22419 -0.52138 0.294
H 8.36585 -1.77995 -1.78258 0.387
H 7.96012 -2.83617 -0.41524 0.257
H 2.74056 -3.87345 -0.77273 0.336
H 2.41663 -2.90092 0.68938 0.284
H 3.65171 -4.19606 0.74172 0.358